(1)
{
  "formula": "C2H4Br2",
  "method": "ωB97M-V/def2-TZVPD",
  "species": ["C", "C", "Br", "Br", "H", "H", "H", "H"],
  "coordinates": [[0.283, 0.493, -1.794], [0.305, -0.041, -0.574], [-1.213, -1.138, -0.017], [-0.232, -0.435, 2.946], [-0.973, -0.315, 4.073], [-0.266, 0.086, -2.667], [1.080, 1.051, -2.175], [1.016, 0.299, 0.207]]
}

---

(2)
{
  "formula": "C4H6N2S",
  "method": "ωB97M-V/def2-TZVPD",
  "species": ["C", "C", "N", "N", "C", "C", "S", "H", "H", "H", "H", "H", "H"],
  "coordinates": [[-2.151, 0.236, -0.800], [-0.811, -0.251, -0.255], [-0.617, -1.256, 0.417], [0.787, -1.723, 0.744], [1.657, -0.796, 0.717], [1.549, 0.698, 0.392], [0.350, 0.988, -0.835], [-1.932, 0.046, -1.923], [-2.967, -0.463, -0.524], [-2.263, 1.397, -0.531], [2.486, -1.282, 1.076], [2.494, 1.252, 0.177], [1.419, 1.154, 1.346]],
  "smiles": "CC1=NN=CCS1"
}

---

(3)
{
  "formula": "C20H28Cl2O18",
  "method": "ωB97M-V/def2-TZVPD",
  "species": ["C", "C", "O", "C", "O", "O", "H", "H", "H", "H", "C", "C", "O", "C", "O", "O", "H", "H", "H", "H", "C", "C", "O", "C", "O", "O", "H", "H", "H", "H", "C", "C", "O", "C", "O", "O", "H", "H", "H", "H", "C", "C", "O", "C", "O", "O", "H", "H", "H", "H", "C", "C", "O", "C", "O", "O", "H", "H", "H", "H", "Cl", "C", "C", "Cl", "H", "H", "H", "H"],
  "coordinates": [[4.481, -10.506, 24.814], [3.413, -9.425, 24.626], [2.530, -9.684, 25.645], [2.842, -10.792, 26.245], [2.126, -11.044, 27.244], [3.840, -11.452, 25.663], [5.441, -10.290, 25.285], [4.657, -11.002, 23.859], [2.990, -9.493, 23.624], [3.892, -8.451, 24.727], [-3.362, -8.962, 25.959], [-3.183, -7.514, 25.493], [-3.577, -6.728, 26.599], [-4.267, -7.568, 27.501], [-4.653, -7.228, 28.613], [-3.995, -8.856, 27.259], [-2.392, -9.457, 25.900], [-4.091, -9.460, 25.321], [-3.769, -7.425, 24.579], [-2.183, -7.206, 25.188], [0.473, -10.991, 21.729], [1.673, -10.906, 22.731], [0.994, -10.346, 23.824], [-0.195, -9.854, 23.487], [-0.825, -9.043, 24.194], [-0.494, -10.172, 22.321], [0.159, -12.031, 21.635], [0.459, -10.476, 20.769], [2.387, -10.249, 22.235], [2.099, -11.897, 22.892], [3.306, -9.187, 30.689], [1.911, -9.631, 30.810], [1.368, -9.268, 29.656], [2.120, -8.292, 29.064], [1.700, -7.636, 28.173], [3.247, -8.119, 29.768], [3.858, -10.034, 30.283], [3.818, -8.900, 31.607], [1.628, -9.082, 31.709], [1.777, -10.653, 31.165], [1.087, -4.828, 28.045], [0.699, -4.360, 26.602], [1.683, -5.124, 25.832], [2.184, -6.098, 26.600], [2.906, -7.029, 26.212], [1.812, -5.935, 27.851], [0.275, -5.144, 28.699], [1.585, -4.106, 28.692], [0.756, -3.316, 26.297], [-0.285, -4.715, 26.294], [-1.364, -12.661, 25.392], [-0.034, -12.225, 25.864], [0.802, -12.955, 25.138], [0.242, -13.226, 23.970], [0.893, -13.551, 23.028], [-1.037, -12.971, 24.052], [-2.035, -11.808, 25.491], [-1.726, -13.513, 25.968], [-0.002, -12.471, 26.926], [0.142, -11.191, 25.566], [-0.665, -6.974, 27.146], [0.144, -7.959, 25.885], [0.530, -9.309, 26.403], [-0.979, -10.153, 26.912], [0.954, -7.339, 25.500], [-0.600, -8.139, 25.110], [1.269, -9.152, 27.189], [0.962, -9.830, 25.548]]
}

---

For the records above, the corresponding relative energy (zero: lowest compared OMol25 entry of this formula, charge and spin) values read 37.7, 70.6, 288.6 kcal/mol.
For the records above, the corresponding gap between HOMO and LUMO values read 10.352, 9.785, 8.810 eV.